#A
15
Properties=species:S:1:pos:R:3:nbo_charge:R:1 method="wB97M-V/def2-TZVPD" multiplicity=1 smiles="C1=NCCO1.OSO" homo_ev=-8.7
C 0.114 0.303 0.598 0.384
N -0.453 0.593 -0.497 -0.514
C -1.834 0.091 -0.388 -0.269
C -1.956 -0.455 1.051 -0.089
O -0.695 -0.175 1.648 -0.497
H 1.204 0.249 0.647 0.221
H -2.046 -0.702 -1.030 0.199
H -2.389 0.966 -0.592 0.204
H -2.665 0.066 1.581 0.187
H -2.099 -1.482 0.975 0.177
O 1.826 0.157 -1.900 -0.864
S 2.780 -0.773 -0.889 0.741
O 3.148 0.347 0.226 -0.886
H 0.945 0.231 -1.647 0.501
H 4.120 0.584 0.216 0.505

=====

#B
15
Properties=species:S:1:pos:R:3:nbo_charge:R:1 method="wB97M-V/def2-TZVPD" multiplicity=1 homo_ev=-9.6
C -1.112 1.265 0.746 -0.109
C -0.552 0.140 -0.007 0.349
C -0.997 -1.279 0.248 -0.637
N -0.117 0.354 -1.332 -0.830
O 2.342 -1.371 0.220 -0.851
O 2.926 0.691 -0.910 -0.846
O 0.166 0.766 1.065 -0.551
S 2.793 -0.012 0.338 1.692
H -1.123 2.255 0.306 0.177
H -1.868 1.087 1.501 0.180
H -1.602 -1.617 -0.587 0.226
H -1.574 -1.339 1.166 0.218
H -0.115 -1.913 0.337 0.231
H 0.590 -0.317 -1.613 0.375
H 0.244 1.289 -1.477 0.374

=====

The structure with the most favorable energy is #B; the runner-up is 1.089 eV above it.